The following is a DFT calculation (ωB97M-V/def2-TZVPD) of a structure of composition C3H6N2S3 in a non-equilibrium geometry.

Output
Energy relative to the best compared isomer or geometry (same formula, charge and spin), kcal per mole: 87.2
Frontier orbital gap, eV: 8.5

Last column: Löwdin charge in e.
Cartesian coordinates (Å):
1 C 2.07223 -0.66893 0.14311  -1.0277
2 C -0.65012 0.50258 0.63416  -0.1604
3 C 0.46275 0.45048 -0.35669  -0.1543
4 N 2.46480 -0.05946 1.40317  -0.1198
5 N 3.38363 0.69818 1.34070  -0.5077
6 S 3.40808 -0.34437 -1.15470  0.4715
7 S 4.27970 1.06990 0.07744  0.5775
8 S 1.39500 -2.29781 0.37646  0.7673
9 H -0.50643 0.95295 1.56372  0.0418
10 H -1.03410 -0.45055 0.98695  0.0615
11 H -1.58394 1.01874 0.29198  0.0924
12 H 0.86250 1.36580 -0.81324  0.0799
13 H 0.24991 -0.25809 -1.14001  0.0477
14 H 2.10905 -2.88162 -0.53484  -0.1698